No. 1
Here is a structure of composition C52H55AsN6OPPbSSe from the OMol25 dataset. Energies are from ωB97M-V/def2-TZVPD.

Positions of all 119 atoms, in Å:
Pb -0.0612 1.5250 0.8414
C 2.9876 -0.8792 -5.1783
C 1.6626 -1.0651 -5.5370
C 0.6400 -0.6815 -4.6760
C 0.9378 -0.1119 -3.4422
C 2.2760 0.0798 -3.0923
C 3.2925 -0.2987 -3.9525
P -0.3151 0.4200 -2.2102
C -1.8815 0.2239 -3.1138
C -2.3298 -1.0863 -3.3035
C -3.5302 -1.3361 -3.9474
C -4.3126 -0.2770 -4.3914
C -3.8813 1.0256 -4.1970
C -2.6689 1.2771 -3.5657
C 0.0534 2.2016 -2.1480
C 0.1756 3.0052 -3.2851
C 0.5612 4.3280 -3.1751
C 0.8650 4.8620 -1.9275
C 0.7726 4.0831 -0.7851
C 0.3422 2.7757 -0.9259
H 3.7804 -1.1780 -5.8524
H 1.4168 -1.5061 -6.4947
H -0.3889 -0.8249 -4.9770
H 2.5145 0.5466 -2.1450
H 4.3266 -0.1434 -3.6685
H -1.7311 -1.9182 -2.9479
H -3.8597 -2.3559 -4.1011
H -5.2550 -0.4698 -4.8874
H -4.4862 1.8563 -4.5370
H -2.3559 2.3017 -3.4187
H -0.0231 2.5737 -4.2593
H 0.6404 4.9430 -4.0621
H 1.1880 5.8918 -1.8397
H 1.0583 4.5010 0.1686
C 5.0750 2.7503 -1.6205
C 4.2490 1.9230 -0.6707
O 3.1255 2.2597 -0.3190
N 4.8266 0.7823 -0.2102
C 4.1530 -0.0301 0.7873
C 3.3026 -1.1438 0.2139
C 3.9234 -2.3375 -0.1362
C 3.1775 -3.3653 -0.6842
C 1.8169 -3.1695 -0.8494
C 1.2772 -1.9548 -0.4693
N 1.9893 -0.9456 0.0431
H 4.4191 3.4419 -2.1419
H 5.6044 2.1296 -2.3441
H 5.8154 3.3206 -1.0569
H 5.7155 0.4956 -0.5810
H 3.5380 0.6567 1.3568
H 4.8987 -0.4603 1.4556
H 4.9864 -2.4565 0.0349
H 3.6451 -4.3005 -0.9635
H 1.1772 -3.9380 -1.2624
H 0.2129 -1.7762 -0.5774
Se -2.8042 1.4369 0.2075
C -2.7756 3.0058 -0.7505
N -2.7673 4.0197 -1.3035
C -4.5474 -2.1067 -0.3326
As -2.6285 -2.3254 -0.0311
C -2.7228 -2.5979 1.9132
C -2.3761 -4.2529 -0.5161
C -3.6294 -4.9687 -0.9092
C -4.3852 -5.6566 0.0375
C -5.5788 -6.2713 -0.3147
C -6.0358 -6.2101 -1.6232
C -5.2866 -5.5351 -2.5775
C -4.0953 -4.9215 -2.2213
H -5.1182 -2.8917 0.1612
H -4.7626 -2.1221 -1.4003
H -4.8365 -1.1328 0.0637
H -3.5051 -3.3137 2.1710
H -1.7626 -2.9779 2.2611
H -2.9258 -1.6541 2.4223
H -1.9254 -4.7207 0.3603
H -1.6426 -4.2826 -1.3230
H -4.0313 -5.7160 1.0611
H -6.1504 -6.8046 0.4345
H -6.9646 -6.6917 -1.8997
H -5.6298 -5.4906 -3.6035
H -3.5126 -4.3990 -2.9726
C 2.7914 -1.8580 4.9121
N 2.2584 -1.6116 3.5840
C 1.2271 -2.5715 3.2412
C 1.8990 -0.2378 3.2829
C 0.5566 0.2616 3.7644
C 0.2591 0.2233 5.1299
C -0.9754 0.6084 5.6180
C -1.9492 1.0611 4.7406
C -1.6649 1.1647 3.3894
C -0.4214 0.7647 2.9136
H 3.3250 -2.8097 4.9116
H 2.0194 -1.9155 5.6926
H 3.5000 -1.0737 5.1827
H 1.6310 -3.5821 3.3192
H 0.9010 -2.4128 2.2166
H 0.3450 -2.5068 3.8974
H 1.8874 -0.1335 2.1974
H 2.6930 0.4015 3.6809
H 1.0228 -0.1143 5.8178
H -1.1758 0.5649 6.6804
H -2.9227 1.3638 5.1037
H -2.4150 1.5730 2.7276
N -2.3075 4.5267 2.0028
C -0.9978 4.6736 2.2709
N -0.1178 3.7100 2.1898
C 1.1404 4.1536 2.6131
C 2.3038 3.3941 2.6471
C 3.4837 3.9852 3.0631
C 3.5184 5.3252 3.4461
C 2.3686 6.0967 3.4120
C 1.1912 5.4969 2.9917
S -0.3942 6.2062 2.8440
H -2.5932 3.6806 1.5278
H -2.8564 5.3435 1.7926
H 2.2965 2.3538 2.3457
H 4.3929 3.3974 3.0915
H 4.4499 5.7695 3.7695
H 2.3904 7.1382 3.7043

Summary:
**Multiplicity**: 1
**Maximum force**: 0.62 eV/Å
**Lowest unoccupied orbital energy**: -3.2 eV
**E_tot**: -217356.0481 eV
**Net charge**: +1
**Energy above the lowest of the compared OMol25 structures with the same formula, charge and spin**: 0.0 kcal per mole
**Highest occupied orbital energy**: -0.36952 Ha

---

No. 2
Here is a structure of composition C52H55BrN3O2P2S2Tl from the OMol25 dataset. Energies are from ωB97M-V/def2-TZVPD.

Positions of all 118 atoms, in Å:
Tl 1.7274 1.5965 -0.1675
O -2.7141 1.5574 4.4548
C -3.7386 1.0183 4.3965
C -4.8730 0.2191 4.2328
C -5.8294 0.1694 5.2208
C -6.6078 -0.9454 5.4178
C -6.4929 -2.0159 4.6015
C -5.5660 -1.9694 3.5029
C -4.7083 -0.9230 3.3574
P -3.6031 -0.6350 1.9350
C -4.6425 -1.0058 0.5514
C -5.9905 -0.5625 0.6582
C -6.8724 -0.9517 -0.3370
C -6.4540 -1.6633 -1.4254
C -5.0806 -1.9879 -1.5925
C -4.1825 -1.6658 -0.6054
C -2.5718 -2.0431 2.1499
C -2.9826 -3.3636 1.8648
C -2.0703 -4.4069 2.0425
C -0.8217 -4.2583 2.6161
C -0.3945 -2.9322 2.8730
C -1.2455 -1.8448 2.6065
H -5.8593 1.0078 5.8935
H -7.2325 -0.9309 6.2725
H -7.1912 -2.8700 4.7028
H -5.3939 -2.8799 2.8899
H -6.4174 0.0618 1.4337
H -7.9101 -0.6825 -0.3532
H -7.1552 -2.0110 -2.1997
H -4.7339 -2.5879 -2.4020
H -3.0641 -1.9170 -0.6429
H -3.9967 -3.6559 1.4804
H -2.3887 -5.3944 1.7829
H -0.0116 -4.9940 2.6497
H 0.6012 -2.7473 3.2916
H -0.8587 -0.8551 2.6848
C 1.8825 -4.4079 -1.9653
C 3.2638 -3.8568 -2.2827
C 4.1930 -4.8208 -3.0263
P 3.0968 -2.1707 -3.1269
C 2.4937 -2.7205 -4.8078
C 3.5070 -2.6483 -5.9180
C 1.2319 -1.9716 -5.2547
C 4.9830 -1.5954 -3.3947
C 5.9277 -1.8485 -2.1678
C 4.9774 -0.0915 -3.7520
H 2.0039 -5.1551 -1.1786
H 1.4365 -4.8658 -2.8580
H 1.1278 -3.6319 -1.6152
H 3.8293 -3.4574 -1.3772
H 3.6652 -5.4525 -3.7895
H 4.6531 -5.4786 -2.2846
H 4.9706 -4.2949 -3.5296
H 2.1860 -3.7677 -4.5704
H 3.8936 -1.6468 -6.0584
H 3.0752 -2.9780 -6.8698
H 4.3441 -3.3160 -5.7098
H 1.4546 -1.2808 -6.0758
H 0.7699 -1.3933 -4.4841
H 0.4755 -2.7491 -5.5331
H 5.2458 -2.2523 -4.2118
H 5.5303 -1.2852 -1.3045
H 6.9332 -1.4494 -2.4077
H 5.9457 -2.8808 -1.7942
H 4.5269 0.4231 -2.9213
H 4.4059 0.1408 -4.6421
H 6.0423 0.2942 -3.9032
N 5.0130 -1.8000 4.6622
C 3.9036 -1.3318 5.2720
N 3.4096 -0.1332 5.0471
C 2.1462 -0.0559 5.6365
C 1.2328 1.0052 5.6144
C -0.0308 0.8955 6.1612
C -0.3275 -0.2129 6.9147
C 0.5516 -1.2699 6.9888
C 1.7344 -1.2136 6.3389
S 2.9330 -2.4765 6.2250
H 5.6424 -1.1175 4.3103
H 5.4149 -2.6573 4.9137
H 1.4447 2.0365 5.1951
H -0.7317 1.7660 6.0366
H -1.2887 -0.3901 7.3838
H 0.3686 -2.1332 7.6314
Br 6.5030 4.7923 2.1868
C 4.7386 4.1837 2.1813
C 4.5479 2.8882 2.6822
C 3.3138 2.3132 2.5632
N 2.2274 2.9665 2.0788
C 2.4207 4.2143 1.6733
C 3.6369 4.8787 1.7138
H 5.4233 2.3002 3.0637
H 3.0541 1.3573 3.0341
H 1.5117 4.7925 1.5196
H 3.6849 5.8950 1.3855
O -0.3056 3.0300 -0.9985
S -1.2048 2.9179 -2.2226
C -2.4617 4.1865 -2.1531
C -2.2367 5.3194 -1.4193
C -3.3026 6.1647 -1.1400
C -4.5376 5.9752 -1.8333
C -4.6544 4.9890 -2.7927
C -3.6072 4.1025 -2.9618
C -0.3489 3.4507 -3.7706
C 0.7465 4.2550 -3.6225
C 1.4134 4.9148 -4.6955
C 0.9809 4.7088 -6.0068
C -0.2381 3.9187 -6.1507
C -0.8520 3.3057 -5.0791
H -1.1903 5.5966 -1.1369
H -3.2540 6.7755 -0.2501
H -5.3477 6.6637 -1.6267
H -5.5645 4.8673 -3.4185
H -3.5971 3.2951 -3.7571
H 1.0753 4.4523 -2.6000
H 2.2457 5.6130 -4.5162
H 1.4399 5.1760 -6.9056
H -0.6459 3.7351 -7.1405
H -1.7764 2.7732 -5.2388

Summary:
**Multiplicity**: 1
**Maximum force**: 3.02 eV/Å
**Lowest unoccupied orbital energy (alpha / beta)**: 0.4 / 0.3 eV
**E_tot**: -178358.5667 eV
**Energy above the lowest of the compared OMol25 structures with the same formula, charge and spin**: 88.2 kcal per mole
**Highest occupied orbital energy (alpha / beta)**: -0.21397 / -0.13191 Ha

---

No. 3
Here is a structure of composition C52H57AsBNO3PPdTe from the OMol25 dataset. Energies are from ωB97M-V/def2-TZVPD.

Positions of all 118 atoms, in Å:
Pd -1.0213 0.6788 -0.8837
C 1.5882 2.7278 6.5230
C 0.2132 2.1034 6.7632
C 0.4013 0.8200 7.5860
C -0.6390 3.1001 7.5625
C -0.4931 1.7568 5.4486
C -1.7950 1.2376 5.4834
C -2.4960 0.8783 4.3349
C -1.8401 1.0572 3.1395
O -2.2664 0.7749 1.8478
B -1.1953 1.1281 1.0217
O -0.1504 1.6325 1.7712
C -0.5650 1.5665 3.0851
C 0.1363 1.9282 4.2127
H 2.0448 2.9817 7.4818
H 1.5199 3.6465 5.9324
H 2.2630 2.0356 6.0091
H 0.9056 1.0455 8.5307
H 1.0099 0.0942 7.0396
H -0.5569 0.3506 7.8212
H -0.1017 3.4176 8.4605
H -1.5859 2.6593 7.8828
H -0.8639 3.9882 6.9662
H -2.2837 1.1055 6.4419
H -3.5032 0.4806 4.3853
H 1.1397 2.3230 4.1157
C 3.6330 1.9454 2.4737
C 3.1349 0.6546 2.3558
C 2.5944 0.2289 1.1523
C 2.5722 1.0720 0.0435
C 3.0423 2.3731 0.1769
C 3.5706 2.8065 1.3864
As 1.7302 0.4483 -1.5961
C 2.2719 1.7739 -2.8980
C 1.2919 2.2720 -3.7508
C 1.6172 3.1905 -4.7414
C 2.9288 3.6221 -4.8762
C 3.9130 3.1300 -4.0256
C 3.5872 2.2053 -3.0433
C 2.9225 -1.0201 -2.1236
C 3.5287 -1.0552 -3.3785
C 4.2896 -2.1500 -3.7724
C 4.4564 -3.2319 -2.9200
C 3.8484 -3.2131 -1.6716
C 3.0845 -2.1207 -1.2831
H 4.0600 2.2825 3.4113
H 3.1537 -0.0172 3.2069
H 2.1606 -0.7589 1.1027
H 2.9864 3.0615 -0.6536
H 3.9379 3.8219 1.4755
H 0.2632 1.9608 -3.6236
H 0.8472 3.5755 -5.3993
H 3.1871 4.3445 -5.6419
H 4.9377 3.4652 -4.1309
H 4.3602 1.8158 -2.3946
H 3.4181 -0.2256 -4.0625
H 4.7605 -2.1502 -4.7498
H 5.0596 -4.0806 -3.2229
H 3.9759 -4.0499 -0.9926
H 2.6187 -2.1421 -0.3106
C -1.8523 3.8797 0.3053
C -0.9418 3.6876 -0.9007
C 0.1669 4.7341 -0.8704
C -1.7438 3.8160 -2.1961
O -0.2561 2.4416 -0.8639
H -2.3517 4.8515 0.2679
H -1.2752 3.8225 1.2319
H -2.6306 3.1103 0.3387
H -0.2415 5.7491 -0.8796
H 0.8169 4.6105 -1.7409
H 0.7643 4.6014 0.0349
H -2.3975 4.6936 -2.1953
H -2.3587 2.9323 -2.3404
H -1.0679 3.8961 -3.0503
N -2.2093 -1.0570 -1.5325
P -1.5016 -2.5176 -1.5080
C -2.7218 -3.8379 -1.5081
C -3.4224 -4.1093 -2.6871
C -4.4259 -5.0658 -2.6919
C -4.7415 -5.7485 -1.5204
C -4.0487 -5.4842 -0.3472
C -3.0322 -4.5349 -0.3395
C -0.4510 -2.8135 -0.0774
C 0.5270 -3.8085 -0.1331
C 1.2647 -4.1198 1.0008
C 1.0395 -3.4364 2.1895
C 0.0646 -2.4496 2.2517
C -0.6863 -2.1479 1.1219
C -0.5700 -2.6613 -3.0296
C -0.2294 -1.5243 -3.7555
C 0.5263 -1.6400 -4.9116
C 0.9442 -2.8902 -5.3460
C 0.5891 -4.0318 -4.6378
C -0.1732 -3.9211 -3.4844
H -3.1771 -3.5774 -3.5995
H -4.9619 -5.2826 -3.6087
H -5.5246 -6.4979 -1.5266
H -4.2877 -6.0253 0.5614
H -2.4807 -4.3440 0.5748
H 0.7404 -4.3238 -1.0610
H 2.0285 -4.8864 0.9493
H 1.6263 -3.6751 3.0691
H -0.1168 -1.9092 3.1757
H -1.4444 -1.3890 1.1931
H -0.5635 -0.5502 -3.4301
H 0.7925 -0.7478 -5.4669
H 1.5426 -2.9776 -6.2449
H 0.8996 -5.0087 -4.9860
H -0.4681 -4.8174 -2.9502
C -4.3853 1.1643 -1.3339
Te -3.8245 -0.6736 -0.4950
C -5.2975 -1.6872 -1.6352
H -4.1932 1.1177 -2.4030
H -3.8069 1.9538 -0.8649
H -5.4511 1.2783 -1.1356
H -6.2473 -1.1882 -1.4371
H -5.3465 -2.7310 -1.3361
H -5.0353 -1.6017 -2.6885

Summary:
**Multiplicity**: 1
**Maximum force**: 1.02 eV/Å
**Lowest unoccupied orbital energy**: -2.6 eV
**E_tot**: -144054.8222 eV
**Net charge**: +1
**Energy above the lowest of the compared OMol25 structures with the same formula, charge and spin**: 23.4 kcal per mole
**Highest occupied orbital energy**: -0.35227 Ha

---

No. 4
Here is a structure of composition C52H57FeN4OP from the OMol25 dataset. Energies are from ωB97M-V/def2-TZVPD.

Positions of all 116 atoms, in Å:
Fe 0.1585 -0.3606 0.0292
C -0.0933 2.0281 0.7892
C -1.4160 2.1506 0.3231
C -2.2993 1.8216 1.4590
C -1.4829 1.6973 2.5662
C -0.1280 1.9129 2.2105
C 0.9439 2.4363 3.1153
C 0.7262 2.0364 4.5770
C 0.8194 3.9772 3.0036
C 2.3557 2.0257 2.6850
C -3.7984 1.6261 1.5337
C -4.5665 2.9515 1.3789
C -4.2835 0.6044 0.4940
C -4.2072 1.0815 2.9128
C -1.6790 2.9932 -0.9023
C -1.8516 4.4316 -0.3722
C -2.8909 2.5850 -1.7368
C -0.4911 3.0043 -1.8765
H 0.7668 2.4151 0.2704
H -1.8075 1.4998 3.5679
H -0.2259 2.4077 4.9461
H 1.5150 2.4662 5.1896
H 0.7587 0.9557 4.6915
H -0.2018 4.2959 3.2023
H 1.1022 4.3196 2.0107
H 1.4755 4.4500 3.7302
H 2.5543 1.0017 2.9875
H 3.0850 2.6727 3.1678
H 2.4868 2.1018 1.6087
H -4.4831 3.3862 0.3912
H -4.2163 3.6806 2.1052
H -5.6217 2.7712 1.5676
H -3.8212 0.7417 -0.4710
H -5.3615 0.6798 0.3809
H -4.0481 -0.4037 0.8167
H -4.0172 1.8066 3.6995
H -3.6896 0.1571 3.1556
H -5.2738 0.8699 2.9093
H -2.6740 4.5050 0.3294
H -2.0371 5.1081 -1.2020
H -0.9499 4.7536 0.1424
H -3.8320 2.7198 -1.2231
H -2.7870 1.5402 -2.0164
H -2.9186 3.1894 -2.6407
H 0.4099 3.4228 -1.4396
H -0.7413 3.6221 -2.7364
H -0.2901 2.0005 -2.2380
C 1.9999 -2.6298 4.7298
C 3.0662 -2.7552 3.8518
C 3.0328 -2.1525 2.6161
C 1.9389 -1.3493 2.2250
C 0.8631 -1.2290 3.1353
C 0.8939 -1.8767 4.3527
N 1.8833 -0.7325 1.0139
C 2.8118 -1.1545 0.0448
C 4.1701 -0.8886 -0.0016
C 4.9593 -1.5619 -0.9281
C 4.4073 -2.5253 -1.7599
C 3.0478 -2.7928 -1.7406
C 2.2338 -2.0638 -0.8801
N 0.8646 -2.0676 -0.7735
N 0.1310 -3.1233 -0.8552
C -1.0706 -3.0668 -0.2702
C -2.0184 -4.0967 -0.4376
C -3.1651 -4.0722 0.3183
C -3.3304 -3.0695 1.2777
C -2.3719 -2.0790 1.3619
N -1.2978 -2.0310 0.5912
H 2.0279 -3.1266 5.6861
H 3.9290 -3.3404 4.1286
H 3.8499 -2.3047 1.9289
H 0.0076 -0.6315 2.8411
H 0.0572 -1.8027 5.0329
H 4.6106 -0.1926 0.6973
H 6.0173 -1.3537 -0.9832
H 5.0413 -3.0772 -2.4384
H 2.6191 -3.5375 -2.3950
H -1.8237 -4.8703 -1.1636
H -3.9358 -4.8142 0.1819
H -4.1912 -3.0507 1.9237
H -2.4459 -1.2730 2.0794
O -0.8525 -0.3072 -2.1801
P -0.3055 -0.6578 -3.5323
C 1.5068 -0.5579 -3.5285
C 2.2820 -1.2108 -4.4752
C 3.6263 -0.9081 -4.5907
C 4.2032 0.0317 -3.7510
C 3.4444 0.6413 -2.7652
C 2.0976 0.3534 -2.6596
C -0.7535 0.4584 -4.9114
C -0.0719 0.3596 -6.1219
C -0.4899 1.0929 -7.2170
C -1.5822 1.9408 -7.1174
C -2.2632 2.0443 -5.9154
C -1.8569 1.2931 -4.8249
C -0.8780 -2.2719 -4.1637
C -1.9411 -2.3127 -5.0602
C -2.3818 -3.5269 -5.5571
C -1.7654 -4.7046 -5.1672
C -0.7222 -4.6684 -4.2572
C -0.2789 -3.4564 -3.7575
H 1.8239 -1.9532 -5.1134
H 4.2228 -1.3941 -5.3466
H 5.2441 0.2895 -3.8649
H 3.8969 1.3496 -2.0874
H 1.4879 0.8384 -1.9002
H 0.7791 -0.2944 -6.2238
H 0.0274 0.9933 -8.1597
H -1.9095 2.5036 -7.9784
H -3.1214 2.6958 -5.8322
H -2.4001 1.3327 -3.8973
H -2.4179 -1.3938 -5.3719
H -3.2069 -3.5512 -6.2535
H -2.0978 -5.6483 -5.5723
H -0.2434 -5.5800 -3.9340
H 0.5216 -3.4255 -3.0372

Summary:
**Multiplicity**: 6
**Maximum force**: 4.83 eV/Å
**Lowest unoccupied orbital energy (alpha / beta)**: -4.1 / -4.2 eV
**E_tot**: -106527.2565 eV
**Net charge**: +1
**Highest occupied orbital energy (alpha / beta)**: -0.33902 / -0.34076 Ha

---

Question: Number 1 is which compound?
Answer: C52H55AsN6OPPbSSe

---

Question: What is the E_tot in the first record?
Answer: -217356.0481 eV